# 1
{
  "formula": "C6H10Cl3P",
  "method": "wB97M-V/def2-TZVPD",
  "de_lowest_kcal_mol": 30.61,
  "energy_ev": -53236.282,
  "fmax_ev_per_a": 4.31,
  "total_charge": 0,
  "gap_ev": [7.35, 7.53],
  "lumo_energy_ev": [-1.1765, -0.9989],
  "species": ["C", "C", "C", "C", "C", "C", "P", "Cl", "Cl", "Cl", "H", "H", "H", "H", "H", "H", "H", "H", "H", "H"],
  "coordinates": [[1.986, -0.614, 1.057], [2.487, 0.794, 1.453], [-1.163, -0.546, 0.758], [-0.708, 1.289, -0.714], [-1.441, -0.892, -1.729], [-0.607, -0.204, -0.589], [1.189, -0.714, -0.783], [3.470, -1.576, 0.770], [1.268, 1.775, 2.254], [3.207, 1.800, 0.344], [1.527, -1.128, 1.857], [-0.827, 0.211, 1.675], [-2.241, -0.336, 0.754], [-0.915, -1.497, 1.093], [-0.379, 1.655, -1.674], [-0.129, 1.775, -0.015], [-1.702, 1.731, -0.694], [-1.213, -1.987, -1.906], [-2.419, -1.109, -1.202], [-1.387, -0.425, -2.708]],
  "forces_ev_per_a": [[1.3, 1.4, -2.0], [-2.6, -0.8, 0.3], [-0.3, 3.4, 2.6], [-0.9, 0.4, -2.3], [-0.3, -2.4, 1.8], [0.3, -0.1, -0.6], [0.0, 0.1, 1.3], [0.5, -0.3, 0.0], [0.0, -0.5, 0.8], [1.5, 0.3, -1.3], [-1.0, -0.1, 0.7], [-0.4, -1.8, -2.6], [0.0, -0.6, 0.0], [0.0, -2.0, 0.6], [0.5, -0.1, -0.6], [1.2, 1.1, 1.7], [-0.5, -0.5, 0.5], [0.7, 1.1, 0.2], [0.3, 1.2, -1.4], [-0.5, 0.4, 0.2]]
}

***

# 2
{
  "formula": "C49H41BrClN5O3SSrTe",
  "method": "wB97M-V/def2-TZVPD",
  "de_lowest_kcal_mol": 36.49,
  "energy_ev": -166605.969,
  "fmax_ev_per_a": 1.77,
  "total_charge": -1,
  "gap_ev": [6.45, 6.46],
  "lumo_energy_ev": [1.9815, 1.6571],
  "spin_multiplicity": 2,
  "s_squared": 0.762,
  "species": ["Sr", "Cl", "C", "C", "C", "C", "O", "C", "C", "O", "C", "H", "H", "H", "H", "C", "C", "N", "C", "C", "C", "C", "C", "C", "C", "C", "C", "N", "C", "H", "H", "H", "H", "H", "H", "H", "H", "C", "C", "C", "C", "C", "Br", "N", "C", "H", "H", "H", "H", "H", "H", "S", "C", "N", "C", "C", "C", "C", "C", "C", "Te", "N", "C", "O", "C", "C", "C", "C", "C", "C", "C", "C", "C", "C", "C", "C", "C", "C", "C", "C", "H", "H", "H", "H", "H", "H", "H", "H", "H", "H", "H", "H", "H", "H", "H", "H", "H", "H", "H", "H", "H", "H", "H"],
  "coordinates": [[1.064, -1.163, 0.172], [-3.146, -5.290, -5.718], [-1.926, -4.595, -4.671], [-0.600, -5.086, -4.739], [0.376, -4.569, -3.947], [0.129, -3.487, -3.010], [1.055, -3.002, -2.326], [-1.243, -3.026, -2.972], [-1.629, -1.954, -2.131], [-0.872, -1.287, -1.419], [-2.236, -3.600, -3.801], [-0.376, -5.887, -5.433], [1.389, -4.949, -4.001], [-2.705, -1.687, -2.144], [-3.253, -3.225, -3.738], [4.643, 0.217, 3.067], [3.963, 0.171, 1.842], [3.806, -0.935, 1.146], [4.331, -2.074, 1.627], [4.984, -2.148, 2.863], [5.137, -0.953, 3.585], [5.438, -3.420, 3.353], [5.250, -4.543, 2.630], [4.625, -4.493, 1.338], [4.415, -5.639, 0.553], [3.827, -5.508, -0.675], [3.443, -4.228, -1.109], [3.605, -3.142, -0.387], [4.180, -3.270, 0.822], [4.729, 1.155, 3.599], [3.498, 1.064, 1.436], [5.635, -0.974, 4.548], [5.915, -3.456, 4.326], [5.565, -5.507, 3.010], [4.701, -6.610, 0.940], [3.628, -6.369, -1.298], [2.938, -4.085, -2.057], [-1.875, 0.011, -5.630], [-0.518, -0.127, -4.999], [0.423, -1.040, -5.467], [1.624, -1.193, -4.806], [1.833, -0.414, -3.676], [3.386, -0.713, -2.628], [0.977, 0.465, -3.213], [-0.175, 0.604, -3.875], [-1.832, -0.165, -6.705], [-2.293, 1.003, -5.458], [-2.566, -0.721, -5.205], [0.201, -1.654, -6.333], [2.358, -1.924, -5.112], [-0.868, 1.329, -3.459], [0.989, -6.059, 2.436], [1.007, -4.566, 1.752], [1.049, -3.509, 1.255], [-2.451, 7.570, 1.634], [-2.058, 6.171, 1.244], [-2.645, 5.068, 1.839], [-2.303, 3.763, 1.487], [-2.916, 2.642, 2.285], [-1.372, 3.569, 0.467], [-0.881, 1.665, -0.315], [1.073, 1.291, 1.014], [0.868, 0.879, 2.266], [1.128, -0.306, 2.629], [0.369, 1.822, 3.332], [-0.188, 1.315, 4.504], [-0.633, 2.175, 5.496], [-0.506, 3.551, 5.333], [0.064, 4.061, 4.175], [0.494, 3.198, 3.176], [-2.914, 0.970, -0.266], [-3.883, 1.650, -0.997], [-5.201, 1.215, -1.006], [-5.549, 0.082, -0.285], [-4.582, -0.597, 0.441], [-3.257, -0.167, 0.473], [-2.266, -0.912, 1.331], [-0.727, 4.669, -0.120], [0.361, 4.494, -1.150], [-1.079, 5.950, 0.279], [-3.034, 7.573, 2.554], [-3.056, 8.038, 0.854], [-1.572, 8.199, 1.785], [-3.370, 5.215, 2.635], [-2.895, 2.904, 3.344], [-2.365, 1.711, 2.172], [-3.954, 2.460, 1.992], [-0.253, 0.241, 4.618], [-1.073, 1.776, 6.402], [-0.849, 4.223, 6.111], [0.166, 5.131, 4.044], [0.940, 3.572, 2.264], [-3.607, 2.534, -1.560], [-5.947, 1.754, -1.577], [-6.571, -0.277, -0.289], [-4.857, -1.483, 1.003], [-2.475, -1.981, 1.329], [-2.280, -0.560, 2.367], [-1.263, -0.742, 0.950], [1.083, 3.732, -0.851], [0.902, 5.431, -1.287], [-0.050, 4.192, -2.117], [-0.570, 6.797, -0.170]],
  "forces_ev_per_a": [[1.3, -1.2, -0.4], [0.0, 0.0, 0.0], [0.0, 0.0, 0.0], [0.0, 0.0, 0.0], [0.0, 0.1, 0.0], [-0.1, 0.0, -0.1], [-0.1, 0.1, 0.1], [0.0, -0.1, 0.0], [0.1, 0.1, 0.0], [-0.3, 0.3, 0.4], [0.0, 0.0, 0.0], [0.0, 0.0, 0.0], [0.0, 0.0, 0.0], [0.0, 0.0, 0.0], [0.0, 0.0, 0.0], [0.0, -0.1, 0.0], [0.1, 0.0, 0.1], [-0.2, 0.4, 0.0], [-0.1, -0.1, -0.1], [0.0, 0.0, 0.1], [0.0, 0.0, 0.0], [0.0, 0.0, 0.0], [0.0, 0.1, 0.0], [0.0, 0.0, 0.1], [0.0, 0.0, 0.0], [0.0, 0.0, 0.0], [0.0, -0.1, 0.0], [0.0, -0.1, 0.1], [0.0, 0.0, 0.0], [0.0, 0.0, 0.0], [0.0, 0.0, 0.0], [0.0, 0.0, 0.0], [0.0, 0.0, 0.0], [0.0, 0.0, 0.0], [0.0, 0.0, 0.0], [0.0, 0.0, 0.0], [0.0, 0.0, 0.0], [0.0, 0.0, 0.0], [0.0, 0.0, 0.0], [0.0, 0.0, 0.0], [0.0, 0.0, 0.0], [-0.1, 0.0, 0.1], [0.0, 0.1, 0.0], [0.1, 0.0, -0.1], [0.1, 0.0, 0.0], [0.0, 0.0, 0.0], [0.0, 0.0, 0.0], [0.0, 0.0, 0.0], [0.0, 0.0, 0.0], [0.0, 0.0, 0.0], [0.0, 0.0, 0.0], [0.0, 0.0, 0.0], [0.1, -0.1, 0.0], [-0.2, 0.2, 0.0], [0.0, 0.0, 0.0], [0.0, 0.0, 0.0], [0.0, 0.0, 0.0], [0.0, -0.1, 0.0], [0.0, 0.1, 0.0], [-0.1, 0.1, -0.1], [-0.3, 0.3, 0.1], [0.0, -0.1, -0.3], [-0.1, 0.1, 0.0], [-0.1, 0.0, 0.0], [0.0, 0.0, 0.0], [0.0, 0.0, 0.0], [0.0, 0.0, 0.0], [0.0, 0.0, 0.0], [0.0, 0.0, 0.0], [0.0, 0.0, 0.0], [0.0, 0.0, -0.1], [0.0, 0.0, 0.0], [0.0, 0.0, 0.0], [0.0, 0.0, 0.0], [0.0, 0.0, 0.0], [0.0, 0.0, 0.0], [-0.1, 0.1, -0.1], [0.1, 0.0, 0.0], [0.0, 0.0, 0.0], [0.0, 0.0, 0.1], [0.0, 0.0, 0.0], [0.0, 0.0, 0.0], [0.0, 0.0, 0.0], [0.0, 0.0, 0.0], [0.0, 0.0, 0.0], [0.0, 0.1, 0.0], [0.0, 0.0, 0.0], [0.0, 0.0, 0.0], [0.0, 0.0, 0.0], [0.0, 0.0, 0.0], [0.0, 0.0, 0.0], [0.0, 0.0, 0.0], [0.0, 0.0, 0.0], [0.0, 0.0, 0.0], [0.0, 0.0, 0.0], [0.0, 0.0, 0.0], [0.1, 0.0, 0.0], [0.0, 0.0, 0.0], [-0.2, -0.1, 0.2], [0.0, 0.0, 0.0], [0.0, 0.0, 0.0], [0.0, 0.0, 0.0], [0.0, 0.0, 0.0]]
}

***

# 3
{
  "formula": "C37H37BrF6N7O6PSY",
  "method": "wB97M-V/def2-TZVPD",
  "de_lowest_kcal_mol": 15.31,
  "energy_ev": -169198.983,
  "fmax_ev_per_a": 0.98,
  "total_charge": 2,
  "gap_ev": [7.36, 4.98],
  "lumo_energy_ev": [-5.6753, -8.0521],
  "spin_multiplicity": 2,
  "s_squared": 0.782,
  "species": ["Y", "O", "C", "O", "C", "C", "C", "C", "C", "N", "C", "O", "O", "H", "H", "H", "H", "H", "Br", "C", "C", "C", "C", "O", "C", "C", "N", "C", "C", "C", "C", "C", "C", "C", "C", "N", "C", "C", "H", "H", "H", "H", "H", "H", "H", "H", "H", "H", "F", "P", "F", "F", "F", "F", "F", "C", "N", "C", "N", "C", "N", "C", "N", "C", "C", "H", "H", "H", "H", "H", "H", "H", "H", "H", "H", "H", "H", "C", "C", "C", "C", "C", "C", "C", "S", "C", "O", "H", "H", "H", "H", "H", "H", "H", "H", "H", "H"],
  "coordinates": [[-0.726, 0.030, 0.447], [4.372, -1.185, -2.510], [3.284, -0.756, -1.864], [2.853, -1.276, -0.868], [2.669, 0.439, -2.545], [3.274, 0.999, -3.668], [2.695, 2.112, -4.248], [1.535, 2.619, -3.687], [1.008, 1.984, -2.569], [1.552, 0.911, -2.006], [-0.240, 2.458, -1.887], [-0.809, 3.580, -2.256], [-0.770, 1.828, -0.990], [4.735, -1.943, -2.026], [4.179, 0.567, -4.068], [3.135, 2.577, -5.119], [1.074, 3.486, -4.143], [-0.339, 4.040, -2.964], [6.491, -1.632, 3.271], [4.897, -0.979, 2.598], [4.859, 0.313, 2.023], [3.689, 0.797, 1.532], [2.481, 0.011, 1.583], [1.410, 0.473, 1.143], [2.546, -1.309, 2.174], [1.371, -2.156, 2.293], [0.214, -1.894, 1.821], [-0.786, -2.867, 2.077], [-0.586, -4.213, 1.913], [-1.605, -5.120, 2.267], [-2.775, -4.665, 2.808], [-3.001, -3.279, 2.974], [-4.186, -2.751, 3.541], [-4.321, -1.402, 3.643], [-3.302, -0.577, 3.126], [-2.185, -1.014, 2.597], [-2.015, -2.366, 2.564], [3.739, -1.769, 2.671], [5.766, 0.901, 1.989], [3.621, 1.782, 1.089], [1.530, -3.084, 2.845], [0.347, -4.578, 1.502], [-1.446, -6.180, 2.124], [-3.549, -5.360, 3.109], [-4.965, -3.421, 3.881], [-5.205, -0.948, 4.067], [-3.457, 0.494, 3.136], [3.800, -2.750, 3.127], [-2.996, 0.701, 0.343], [-3.779, -0.465, -0.628], [-4.331, -1.632, -1.525], [-4.765, -0.764, 0.566], [-4.695, 0.650, -1.235], [-2.601, -0.129, -1.731], [-2.651, -1.493, 0.056], [-2.126, 2.852, 1.983], [-0.802, 2.135, 1.973], [-0.494, 1.755, 3.390], [-0.496, 2.890, 4.286], [-1.816, 3.527, 4.234], [-2.133, 3.984, 2.881], [-1.109, 4.937, 2.459], [0.220, 4.317, 2.471], [0.209, 3.178, 1.582], [0.504, 3.856, 3.832], [-2.905, 2.154, 2.275], [-2.333, 3.185, 0.964], [0.492, 1.286, 3.407], [-1.233, 1.028, 3.722], [-1.829, 4.379, 4.913], [-2.572, 2.811, 4.561], [-1.111, 5.793, 3.133], [-1.335, 5.286, 1.450], [1.192, 2.713, 1.574], [-0.040, 3.522, 0.578], [0.509, 4.713, 4.505], [1.491, 3.389, 3.855], [1.532, -0.302, -7.214], [1.148, -0.891, -5.888], [0.058, -0.390, -5.168], [-0.315, -0.940, -3.956], [0.419, -2.005, -3.447], [1.509, -2.517, -4.137], [1.864, -1.961, -5.357], [0.028, -2.740, -1.885], [-1.610, -3.364, -2.232], [-0.202, -1.590, -0.917], [1.010, 0.635, -7.403], [1.280, -0.991, -8.023], [2.606, -0.123, -7.270], [-0.512, 0.435, -5.579], [-1.158, -0.542, -3.403], [2.070, -3.350, -3.729], [2.707, -2.364, -5.904], [-2.252, -2.562, -2.583], [-2.002, -3.784, -1.308], [-1.503, -4.142, -2.988]],
  "forces_ev_per_a": [[-0.4, -0.5, 0.8], [0.0, 0.1, 0.0], [-0.1, -0.2, 0.0], [0.0, 0.0, 0.0], [0.0, 0.0, 0.0], [0.0, 0.0, 0.0], [0.0, 0.0, 0.0], [0.0, 0.0, 0.0], [0.0, 0.1, 0.0], [0.1, 0.1, 0.1], [-0.2, -0.2, -0.1], [0.0, 0.1, 0.0], [0.3, 0.0, -0.1], [0.0, 0.0, 0.0], [0.0, 0.0, 0.0], [0.0, 0.0, 0.0], [0.0, 0.0, 0.0], [0.0, 0.0, 0.0], [0.0, 0.0, 0.0], [0.0, 0.0, 0.0], [0.0, 0.1, 0.0], [0.1, 0.0, 0.0], [0.0, -0.1, 0.0], [-0.1, 0.3, -0.2], [0.1, 0.0, 0.1], [0.0, -0.1, -0.1], [0.2, 0.0, 0.2], [0.1, -0.1, 0.0], [-0.1, 0.0, 0.0], [0.0, 0.0, 0.0], [0.0, 0.0, 0.0], [0.0, 0.0, 0.0], [0.0, -0.1, 0.0], [0.0, 0.0, 0.0], [-0.1, 0.1, 0.0], [0.0, 0.2, 0.1], [0.0, -0.1, -0.1], [0.0, 0.0, 0.0], [0.0, 0.0, 0.0], [0.0, 0.0, 0.0], [0.0, 0.0, 0.0], [0.0, 0.0, 0.0], [0.0, 0.0, 0.0], [0.0, 0.0, 0.0], [0.0, 0.0, 0.0], [0.0, 0.0, 0.0], [0.0, 0.0, 0.0], [0.0, 0.0, 0.0], [0.0, 0.1, 0.0], [0.0, 0.1, -0.2], [0.0, 0.0, 0.0], [0.0, 0.0, 0.0], [0.0, 0.0, 0.0], [0.0, 0.0, 0.1], [-0.1, -0.2, -0.2], [0.0, 0.0, 0.0], [0.0, 0.1, 0.0], [0.0, 0.1, 0.0], [0.0, 0.0, 0.1], [0.0, 0.0, 0.0], [-0.1, 0.0, 0.0], [0.0, 0.0, 0.0], [0.0, 0.1, 0.0], [0.0, 0.0, 0.1], [0.0, 0.0, 0.0], [0.0, 0.0, 0.0], [0.0, 0.0, 0.0], [0.0, 0.0, 0.0], [0.0, 0.0, 0.0], [0.0, 0.0, 0.0], [0.0, 0.0, 0.0], [0.0, 0.0, 0.0], [0.0, 0.0, 0.0], [0.0, 0.0, 0.0], [0.0, 0.0, 0.0], [0.0, 0.0, 0.0], [0.0, 0.0, 0.0], [0.0, 0.0, 0.0], [0.0, 0.0, 0.0], [0.0, 0.0, 0.0], [0.0, 0.0, 0.1], [0.0, 0.0, 0.0], [0.0, 0.0, 0.0], [0.0, 0.0, 0.0], [-0.1, 0.0, 0.0], [0.1, -0.1, 0.0], [0.2, 0.1, -0.3], [0.0, 0.0, 0.0], [0.0, 0.0, 0.0], [0.0, 0.0, 0.0], [0.0, 0.0, 0.0], [0.0, 0.0, 0.0], [0.0, 0.0, 0.0], [0.0, 0.0, 0.0], [0.0, 0.1, 0.0], [0.0, 0.0, 0.0], [0.0, 0.0, 0.0]]
}